1.
Below is a single C7H8 molecule, with properties calculated with ωB97M-V with the def2-TZVPD basis set.

Each line ends with the natural charge from an NBO analysis.
CARTESIAN COORDINATES (ANGSTROEM)
C1 2.03 -0.06 0.07  -0.611
C2 0.55 0.10 -0.11  -0.017
C3 -0.44 -1.07 -0.32  -0.229
C4 -1.50 -0.12 -0.80  -0.231
C5 -1.41 -0.45 0.67  -0.223
C6 -0.43 0.73 0.85  -0.233
C7 -0.54 1.08 -0.61  -0.221
H1 2.61 0.87 0.08  0.219
H2 2.18 -0.55 1.05  0.213
H3 2.48 -0.73 -0.68  0.214
H4 -0.27 -2.08 -0.66  0.223
H5 -2.29 -0.33 -1.51  0.225
H6 -2.16 -0.89 1.33  0.225
H7 -0.20 1.41 1.67  0.220
H8 -0.60 2.08 -1.02  0.226

Energy relative to the best compared isomer or geometry (same formula, charge and spin) in kJ/mol: 470.05
Lowest unoccupied orbital energy in eV: 1.25
DFT total energy in eV: -7383.875
Orbital gap in eV: 9.84
HOMO level in eV: -8.589

---

2.
Below is a single C7H8BrNO molecule at a distorted geometry, with properties calculated with ωB97M-V with the def2-TZVPD basis set.

Each line ends with the natural charge from an NBO analysis.
CARTESIAN COORDINATES (ANGSTROEM)
C1 -0.63 1.76 -1.09  -0.141
C2 -0.88 1.18 0.11  -0.226
C3 1.24 0.20 -1.34  0.167
C4 -0.91 -1.11 1.26  0.536
C5 0.55 1.37 -1.89  -0.536
C6 -0.08 0.13 0.60  -0.024
C7 -0.14 -2.39 1.46  -0.695
N1 1.08 -0.37 -0.23  -0.434
O1 -2.07 -1.03 1.49  -0.386
Br1 0.89 0.72 2.32  -0.171
H1 -1.26 2.58 -1.24  0.213
H2 -1.78 1.41 0.59  0.230
H3 2.17 -0.13 -1.87  0.184
H4 0.40 1.13 -2.90  0.242
H5 1.29 2.14 -1.81  0.249
H6 -0.93 -3.03 1.79  0.247
H7 0.55 -2.11 2.26  0.261
H8 0.50 -2.46 0.50  0.283

Energy relative to the best compared isomer or geometry (same formula, charge and spin) in kJ/mol: 21.06
Lowest unoccupied orbital energy (alpha / beta) in eV: 0.68 / -3.60
DFT total energy in eV: -80963.018
Expectation value of S²: 2.025
Orbital gap (alpha / beta) in eV: 6.06 / 5.64
HOMO level (alpha / beta) in eV: -5.384 / -9.240
2S+1: 3

---

3.
Below is a single C7H8BrNO3 molecule at a distorted geometry, with properties calculated with ωB97M-V with the def2-TZVPD basis set.

Each line ends with the natural charge from an NBO analysis.
CARTESIAN COORDINATES (ANGSTROEM)
C1 0.18 0.08 0.46  -0.398
C2 -0.22 0.44 1.70  0.551
C3 -1.73 -1.50 0.35  0.130
C4 1.11 1.01 -0.21  0.781
C5 -0.47 -0.96 -0.40  -0.452
C6 -1.54 -2.01 1.60  -0.222
C7 2.14 1.55 -2.23  -0.253
N1 -2.88 -1.19 -0.21  -0.589
O1 1.48 2.08 0.26  -0.667
O2 0.14 1.41 2.45  -0.658
O3 1.35 0.63 -1.47  -0.500
Br1 -0.03 -2.86 2.37  0.085
H1 -0.95 -0.39 -1.21  0.256
H2 0.22 -1.82 -0.62  0.235
H3 -2.32 -2.34 2.28  0.215
H4 3.17 1.43 -1.74  0.199
H5 1.57 2.43 -2.14  0.201
H6 2.13 1.23 -3.24  0.194
H7 -3.87 -1.32 0.14  0.365
H8 0.52 2.08 1.87  0.525

Energy relative to the best compared isomer or geometry (same formula, charge and spin) in kJ/mol: 175.98
Lowest unoccupied orbital energy (alpha / beta) in eV: -0.56 / -1.21
DFT total energy in eV: -85058.574
Orbital gap (alpha / beta) in eV: 8.22 / 7.91
HOMO level (alpha / beta) in eV: -8.780 / -9.118

---

Q: Number 2 is which compound?
A: C7H8BrNO